8
Properties=species:S:1:pos:R:3 method="wB97M-V/def2-TZVPD" gap_ev=9.62 relative_energy_ev=2.016 largest_force_ha_per_bohr=0.0642 homo_ev=-21.8544 total_charge=+2 lumo_ev=-12.233
H -1.301 1.116 -1.187
C -1.325 0.251 -0.532
C -1.660 -0.409 0.447
H -2.265 -0.614 1.322
O 1.685 0.830 -0.510
O 2.192 -0.436 0.035
H 2.080 -1.073 -0.683
Bi 0.594 0.335 1.109